Record 1
The following is a quantum chemistry calculation of a cluster of 2 separate species, C6H12NO3 in total, from OMol25.

The calculation puts the highest occupied orbital energy at -4.1630 eV. The value obtained for the largest force on an atom is 0.80 eV/A. The total charge is -1. The total energy is -516.38885 Eh. As for the orbital gap: 0.275 hartree.

XYZ file:
```
22
Properties=species:S:1:pos:R:3:mulliken_charge:R:1
C 0.856 0.312 -1.631 0.00
C -0.349 -0.239 -2.375 -1.14
C 0.840 1.854 -1.464 0.43
O -0.038 2.465 -2.117 -0.73
O 1.700 2.315 -0.682 -0.75
H 0.917 -0.067 -0.606 -0.03
H 1.769 -0.015 -2.140 0.28
H -1.302 0.069 -1.946 0.20
H -0.307 -1.339 -2.387 0.39
H -0.367 0.120 -3.402 0.36
C -1.238 -1.524 0.983 0.27
C -1.682 -2.869 1.548 -1.33
C -0.173 -0.814 1.782 0.43
O 0.783 -1.393 2.261 -0.65
N -0.361 0.524 1.923 -0.43
H -0.804 -1.644 -0.018 -0.11
H -2.126 -0.919 0.786 0.30
H -2.390 -2.703 2.362 0.31
H -0.864 -3.436 1.997 0.30
H 0.454 1.079 2.146 0.28
H -1.009 0.999 1.317 0.25
H -2.170 -3.456 0.770 0.37
```

Record 2
The following is a quantum chemistry calculation of the ion C6H12NP2 with charge +1 in a non-equilibrium geometry, from OMol25.

The calculation puts the highest occupied orbital energy at -12.9117 eV. The value obtained for the largest force on an atom is 3.18 eV/A. The total charge is +1. The total energy is -972.89945 Eh. As for the orbital gap: 0.286 hartree.

XYZ file:
```
21
Properties=species:S:1:pos:R:3:mulliken_charge:R:1
C 0.033 1.072 0.519 0.40
C 0.142 -1.274 0.191 0.66
C -0.616 2.328 0.788 -1.27
C -0.680 -2.563 -0.018 -1.38
C -2.048 -0.205 0.700 -1.09
C 2.868 0.830 -1.530 -0.83
N -0.607 -0.050 0.332 0.11
P 1.823 -1.494 0.045 -0.10
P 2.676 0.519 0.280 0.27
H 0.009 3.164 0.302 0.31
H -0.546 2.509 1.816 0.35
H -1.663 2.306 0.465 0.44
H -1.316 -2.536 -1.001 0.31
H -1.383 -2.898 0.769 0.36
H -0.097 -3.505 -0.171 0.40
H -2.421 0.606 1.285 0.44
H -2.267 -1.084 1.314 0.29
H -2.592 -0.283 -0.255 0.38
H 2.974 -0.167 -2.028 0.32
H 3.774 1.459 -1.874 0.33
H 1.938 1.264 -1.930 0.31
```

Record 3
The following is a quantum chemistry calculation of a cluster of 2 separate species, C6H12NPS in total in a non-equilibrium geometry, from OMol25.

The calculation puts the highest occupied orbital energy at -8.2362 eV. The value obtained for the largest force on an atom is 4.70 eV/A. The total energy is -1029.93414 Eh. As for the orbital gap: 0.281 hartree.

XYZ file:
```
21
Properties=species:S:1:pos:R:3:mulliken_charge:R:1
C 1.486 0.422 -0.057 0.21
C 2.814 -0.303 0.032 0.20
C 2.468 -1.768 0.017 -1.06
C -0.971 2.507 -0.123 -1.33
C -2.508 -1.582 0.029 -0.86
C -1.326 1.097 -0.394 0.18
N 0.398 -0.133 -0.277 -0.44
P -2.412 0.201 0.689 -0.06
S 4.169 0.607 0.248 -0.30
H 1.798 1.569 -0.007 0.06
H 3.352 -2.451 0.045 0.31
H 2.031 -2.043 -0.894 0.34
H 1.769 -2.082 0.708 0.36
H -1.670 3.298 -0.692 0.27
H -1.015 2.645 0.919 0.41
H -0.013 2.651 -0.351 0.42
H -1.840 -1.678 -0.856 0.30
H -3.589 -1.736 -0.181 0.31
H -2.170 -2.317 0.821 0.25
H -1.358 1.082 -1.516 0.38
H -1.411 0.014 1.839 0.04
```

Record 4
The following is a quantum chemistry calculation of the molecule C6H12O, from OMol25.

The calculation puts the highest occupied orbital energy at -9.5309 eV. The value obtained for the largest force on an atom is 0.38 eV/A. The total energy is -311.01940 Eh. As for the orbital gap: 0.385 hartree.

XYZ file:
```
19
Properties=species:S:1:pos:R:3:mulliken_charge:R:1
C 0.359 2.127 0.255 -1.54
C -0.576 0.939 0.233 0.11
O -1.383 0.914 -0.957 -0.44
C -1.067 -0.462 -1.195 -0.74
C -0.061 -0.508 -0.027 1.77
C -0.421 -1.489 1.082 -1.79
C 1.401 -0.672 -0.453 -1.63
H -0.230 3.048 0.318 0.39
H 1.028 2.088 1.122 0.34
H 0.959 2.181 -0.658 0.34
H -1.215 0.969 1.130 0.28
H -0.651 -0.621 -2.198 0.27
H -1.944 -1.113 -1.067 0.30
H -1.481 -1.418 1.349 0.46
H 0.167 -1.284 1.984 0.40
H -0.218 -2.525 0.785 0.39
H 1.816 0.245 -0.883 0.36
H 1.487 -1.455 -1.216 0.37
H 2.031 -0.964 0.396 0.36
```

Record 5
The following is a quantum chemistry calculation of the molecule C6H12O, from OMol25.

The calculation puts the highest occupied orbital energy at -9.3855 eV. The value obtained for the largest force on an atom is 0.30 eV/A. The total energy is -311.01715 Eh. As for the orbital gap: 0.380 hartree.

XYZ file:
```
19
Properties=species:S:1:pos:R:3:mulliken_charge:R:1
C -0.451 -0.703 1.889 -1.11
C 0.481 0.242 1.125 -0.72
C 0.123 0.422 -0.346 1.26
C -0.919 1.488 -0.627 -1.51
C 1.213 0.234 -1.379 -1.12
C 0.132 -0.785 -1.250 -0.09
O 0.522 -2.037 -0.766 -0.55
H -0.216 -1.745 1.655 0.25
H -1.503 -0.525 1.635 0.30
H -0.343 -0.583 2.971 0.36
H 1.512 -0.115 1.219 0.26
H 0.457 1.231 1.600 0.40
H -1.811 1.354 -0.001 0.31
H -0.515 2.488 -0.427 0.33
H -1.241 1.468 -1.675 0.40
H 2.190 -0.070 -1.012 0.29
H 1.235 0.869 -2.262 0.28
H -0.626 -0.818 -2.037 0.32
H -0.240 -2.416 -0.312 0.34
```

Record 6
The following is a quantum chemistry calculation of a cluster of 2 separate species, C6H12O in total in a non-equilibrium geometry, from OMol25.

The calculation puts the highest occupied orbital energy at -9.1913 eV. The value obtained for the largest force on an atom is 8.59 eV/A. The total energy is -310.94153 Eh. As for the orbital gap: 0.366 hartree.

XYZ file:
```
19
Properties=species:S:1:pos:R:3:mulliken_charge:R:1
C 0.814 3.163 0.277 -0.76
C 1.209 1.992 -0.273 -0.27
C 0.461 0.748 -0.115 -0.37
C 0.555 0.040 1.022 -0.08
C 0.002 -1.242 1.367 -0.55
C 0.116 -2.257 0.153 -0.86
H -0.018 3.089 0.922 0.30
H 1.329 4.076 0.128 0.29
H 2.198 2.041 -0.742 0.27
H -0.079 0.427 -0.880 0.49
H 1.150 0.342 1.870 0.27
H 0.439 -1.633 2.264 0.33
H -1.042 -1.340 1.589 0.26
H -0.522 -1.898 -0.587 0.12
H -0.438 -3.305 0.359 0.28
H 1.177 -2.394 -0.244 0.29
O -2.131 -0.604 -2.508 -0.55
H -2.834 -0.444 -2.957 0.25
H -2.386 -0.801 -1.645 0.28
```

Record 7
The following is a quantum chemistry calculation of a structure of composition C6H12O, from OMol25.

The calculation puts the highest occupied orbital energy at -8.7392 eV. The value obtained for the largest force on an atom is 0.40 eV/A. The total energy is -310.93094 Eh. As for the orbital gap: 0.356 hartree.

XYZ file:
```
19
Properties=species:S:1:pos:R:3:mulliken_charge:R:1
C 0.559 1.545 1.152 -1.51
C 0.595 0.054 0.889 1.45
O 0.799 -0.716 1.959 -0.83
C -1.286 -0.368 0.386 -0.99
C -1.085 -0.871 -1.032 -0.44
C 0.194 -0.213 -1.560 -0.60
C 1.217 -0.370 -0.439 -0.86
H -0.127 1.767 1.973 0.34
H 0.295 2.135 0.269 0.35
H 1.570 1.816 1.480 0.44
H -0.367 -0.739 1.359 0.02
H -1.916 -1.044 0.991 0.40
H -1.730 0.627 0.453 0.37
H -0.954 -1.961 -1.024 0.29
H -1.951 -0.654 -1.667 0.33
H 0.013 0.850 -1.768 0.29
H 0.540 -0.669 -2.492 0.33
H 2.123 0.226 -0.602 0.34
H 1.512 -1.419 -0.327 0.29
```

Record 8
The following is a quantum chemistry calculation of a cluster of 2 separate species, C6H12O in total in a non-equilibrium geometry, from OMol25.

The calculation puts the highest occupied orbital energy at -8.4581 eV. The value obtained for the largest force on an atom is 1.47 eV/A. The total energy is -311.00441 Eh. As for the orbital gap: 0.335 hartree.

XYZ file:
```
19
Properties=species:S:1:pos:R:3:mulliken_charge:R:1
C -1.653 -1.179 -2.331 -0.93
C -1.235 -0.551 -1.243 -0.04
C 0.115 -0.023 -1.096 -0.29
C 0.506 0.889 -0.207 0.97
C -0.396 1.612 0.758 -1.32
C 1.954 1.327 -0.192 -1.40
H -2.683 -1.438 -2.542 0.27
H -0.993 -1.432 -3.147 0.25
H -1.962 -0.353 -0.457 0.19
H 0.792 -0.323 -1.881 0.27
H -1.115 0.912 1.206 0.36
H -0.981 2.338 0.206 0.31
H 0.187 1.987 1.597 0.36
H 2.324 1.519 0.812 0.38
H 2.089 2.222 -0.812 0.28
H 2.567 0.576 -0.696 0.35
O 0.275 -2.696 3.730 -0.64
H -0.324 -3.305 3.274 0.32
H 0.532 -2.081 3.021 0.32
```

Record 9
The following is a quantum chemistry calculation of a structure of composition C6H12O, from OMol25.

The calculation puts the highest occupied orbital energy at -7.7355 eV. The value obtained for the largest force on an atom is 0.35 eV/A. The total energy is -310.86624 Eh. As for the orbital gap: 0.320 hartree.

XYZ file:
```
19
Properties=species:S:1:pos:R:3:mulliken_charge:R:1
C 2.689 0.620 0.020 -0.59
O 1.664 0.637 1.004 -0.21
C 0.992 -0.532 1.085 -0.85
C -0.758 -0.193 -0.076 0.91
C -0.877 1.296 -0.191 -1.38
C -1.372 -1.129 -1.080 -0.85
C -1.879 -1.078 0.338 -0.68
H 2.257 0.613 -0.992 0.28
H 3.318 -0.268 0.144 0.31
H 3.277 1.531 0.153 0.23
H 0.401 -0.833 0.072 0.49
H 0.317 -0.483 1.942 0.28
H -0.042 1.726 -0.755 0.26
H -0.892 1.776 0.793 0.27
H -1.804 1.563 -0.716 0.45
H -0.814 -2.011 -1.387 0.28
H -1.981 -0.688 -1.867 0.26
H -1.646 -1.924 0.984 0.26
H -2.850 -0.625 0.528 0.27
```

Record 10
The following is a quantum chemistry calculation of the molecule C6H12O, from OMol25.

The calculation puts the highest occupied orbital energy at -9.7146 eV. The value obtained for the largest force on an atom is 0.31 eV/A. The total energy is -311.00296 Eh. As for the orbital gap: 0.392 hartree.

XYZ file:
```
19
Properties=species:S:1:pos:R:3:mulliken_charge:R:1
C 1.527 0.947 0.433 -1.49
C 0.724 -0.321 0.172 0.92
C 1.401 -1.348 -0.740 -1.37
O -0.084 -1.033 1.128 -0.60
C -0.736 -0.116 0.251 1.18
C -1.324 1.009 1.091 -1.50
C -1.572 -0.457 -0.958 -1.19
H 2.579 0.838 0.162 0.40
H 1.439 1.349 1.443 0.32
H 1.095 1.697 -0.245 0.33
H 0.869 -1.543 -1.675 0.29
H 1.450 -2.297 -0.190 0.31
H 2.428 -1.063 -0.986 0.34
H -1.404 1.968 0.569 0.32
H -2.332 0.700 1.397 0.39
H -0.743 1.143 2.007 0.40
H -2.576 -0.821 -0.728 0.34
H -1.068 -1.150 -1.634 0.31
H -1.673 0.496 -1.497 0.30
```

> Among the records above, which one has the lowest total energy?

C6H12NPS

> Which value of total energy does entry 9 give?

-310.86624 Eh